No. 1
C13H19N3O5 in the gas phase at a distorted geometry. Source: OMol25; level of theory: wB97M-V/def2-TZVPD.

Results
DFT total energy = -28478.8699 eV
HOMO energy = -0.305 Ha
SMILES = Cc1cc([N+](=O)[O-])c(NCCCCCCO)c([N+](=O)[O-])c1
Relative energy (zero: lowest compared OMol25 entry of this formula, charge and spin) = 1929.8 kJ/mol

Structure (ORCA input):
```
! RIJCOSX wB97M-V def2-TZVPD def2/J DEFGRID3
* xyz 0 1
C 0.273 3.371 3.358
C 0.398 2.361 2.122
C -0.245 2.388 0.923
C -0.148 1.590 -0.037
C 0.703 0.622 0.004
N 0.632 -0.499 -0.634
H -0.037 -0.330 -1.326
C 1.404 -1.830 -0.719
H 2.466 -1.731 -0.980
C 0.574 -2.860 -1.569
C -0.464 -3.674 -0.846
H -0.153 -3.914 0.064
H -0.960 -4.219 -1.626
C -1.810 -2.722 -0.725
C -2.431 -2.209 -2.170
H -1.839 -1.693 -2.568
H -2.922 -3.085 -2.587
C -3.792 -1.379 -1.773
O -3.422 -0.283 -1.393
H -2.857 0.235 -1.764
H -4.193 -1.224 -2.861
H -4.372 -1.979 -0.962
H -1.521 -1.822 -0.161
H -2.582 -3.220 0.048
H 0.580 -2.465 -2.669
H 1.307 -3.726 -1.817
H 1.191 -2.077 0.388
C 1.675 0.325 1.257
C 1.394 1.421 2.450
H 1.987 1.305 3.212
N 2.829 -0.449 1.370
O 3.473 -0.467 0.320
O 3.038 -0.842 2.513
N -0.943 1.942 -1.140
O -1.526 2.933 -1.193
O -0.866 0.768 -2.009
H -0.812 3.396 0.722
H 1.093 3.980 3.567
H -0.512 3.997 3.200
H 0.380 2.840 4.432
*
```

---

No. 2
C5H10O2 in the gas phase. Source: OMol25; level of theory: wB97M-V/def2-TZVPD.

Results
DFT total energy = -9440.4519 eV
HOMO energy = -0.361 Ha
SMILES = CO[C@H]1C[C@H]1CO
Relative energy (zero: lowest compared OMol25 entry of this formula, charge and spin) = 250.0 kJ/mol

Structure (ORCA input):
```
! RIJCOSX wB97M-V def2-TZVPD def2/J DEFGRID3
* xyz 0 1
C -0.222 -0.654 -2.301
O 0.430 -0.426 -1.068
C -0.141 0.661 -0.404
C -1.331 0.420 0.477
C 0.019 0.754 1.074
C 0.843 -0.234 1.887
O 2.077 -0.590 1.305
H -0.165 0.238 -2.943
H -1.281 -0.903 -2.148
H 0.283 -1.485 -2.798
H -0.081 1.594 -0.966
H -2.123 1.161 0.535
H -1.661 -0.614 0.552
H 0.113 1.782 1.418
H 1.088 0.283 2.817
H 0.256 -1.123 2.165
H 1.895 -0.864 0.395
*
```

---

No. 3
A molecular structure, CBrClFIO2S at a distorted geometry. Source: OMol25; level of theory: wB97M-V/def2-TZVPD.

Results
DFT total energy = -109347.2533 eV
HOMO energy = -0.365 Ha
Relative energy (zero: lowest compared OMol25 entry of this formula, charge and spin) = 94.7 kJ/mol

Structure (ORCA input):
```
! RIJCOSX wB97M-V def2-TZVPD def2/J DEFGRID3
* xyz 0 1
C 0.325 -0.767 0.269
O -0.441 0.878 -1.660
O -0.155 1.880 0.637
F -0.019 -1.068 1.481
S -0.488 0.812 -0.244
Cl 0.337 -2.105 -0.709
Br -2.650 0.300 0.125
I 3.091 0.069 0.101
*
```

---

No. 4
9 unconnected molecules or ions with the total composition C32H66O9 at a distorted geometry. Source: OMol25; level of theory: wB97M-V/def2-TZVPD.

Results
DFT total energy = -52676.1179 eV
HOMO energy = -0.332 Ha
SMILES = C1CCOC1.C1CCOC1.C1CCOC1.C1CCOC1.C1CCOC1.C1CCOC1.C1CCOC1.C1CCOC1.O
Relative energy (zero: lowest compared OMol25 entry of this formula, charge and spin) = 0.0 kJ/mol

Structure (ORCA input):
```
! RIJCOSX wB97M-V def2-TZVPD def2/J DEFGRID3
* xyz 0 1
C 9.467 18.805 12.034
C 10.332 19.790 11.276
C 11.770 19.134 11.403
O 11.689 18.208 12.421
C 10.453 18.293 13.077
H 9.177 17.965 11.422
H 8.532 19.165 12.585
H 10.407 20.788 11.800
H 10.129 20.064 10.271
H 12.553 19.796 11.710
H 12.031 18.600 10.547
H 10.582 18.854 14.022
H 10.212 17.270 13.439
C 7.431 13.524 14.442
C 6.643 14.435 13.457
C 7.793 15.078 12.648
O 9.024 14.878 13.394
C 8.892 13.605 13.972
H 7.186 12.498 14.699
H 7.495 14.102 15.395
H 6.056 15.192 13.968
H 5.976 13.936 12.789
H 7.701 16.145 12.392
H 7.812 14.552 11.699
H 9.644 13.419 14.748
H 9.074 12.824 13.149
C 12.753 15.170 13.783
C 13.377 14.246 14.794
C 14.623 13.728 14.058
O 14.824 14.562 12.901
C 13.944 15.668 13.014
H 12.258 16.031 14.228
H 12.036 14.609 13.208
H 12.725 13.470 15.073
H 13.680 14.865 15.739
H 14.428 12.734 13.657
H 15.530 13.729 14.643
H 13.610 15.981 12.042
H 14.425 16.555 13.464
C 17.879 12.117 10.370
C 18.288 10.895 11.127
C 16.938 10.431 11.808
O 16.047 11.604 11.696
C 16.796 12.711 11.263
H 17.540 11.914 9.351
H 18.715 12.813 10.523
H 19.026 11.081 11.886
H 18.734 10.161 10.438
H 17.195 10.162 12.884
H 16.414 9.554 11.363
H 17.379 13.261 12.067
H 16.170 13.472 10.765
C 10.546 17.779 16.870
C 10.175 19.187 17.091
C 11.457 19.788 17.685
O 12.463 19.199 16.920
C 11.984 17.965 16.363
H 9.907 17.180 16.261
H 10.521 17.293 17.876
H 9.259 19.214 17.679
H 10.037 19.707 16.133
H 11.518 19.484 18.786
H 11.505 20.847 17.609
H 12.584 17.123 16.642
H 11.995 18.175 15.295
C 12.993 13.039 9.577
C 11.650 13.476 9.126
C 10.974 14.021 10.389
O 11.353 13.048 11.370
C 12.775 12.837 11.104
H 13.634 13.924 9.399
H 13.404 12.096 9.121
H 11.098 12.651 8.772
H 11.656 14.205 8.305
H 9.849 14.116 10.405
H 11.426 15.045 10.557
H 13.054 11.891 11.540
H 13.344 13.581 11.625
C 14.387 17.141 20.120
C 15.626 17.392 19.154
C 15.529 16.045 18.388
O 14.110 15.932 18.115
C 13.343 16.412 19.260
H 14.013 18.054 20.655
H 14.695 16.457 20.941
H 16.565 17.414 19.752
H 15.486 18.237 18.579
H 15.977 15.261 19.033
H 16.031 16.044 17.441
H 12.833 15.565 19.698
H 12.563 17.113 18.866
C 16.449 18.590 8.682
C 17.458 17.520 9.023
C 16.592 16.266 9.043
O 15.292 16.601 8.593
C 15.146 17.936 9.155
H 16.454 18.852 7.624
H 16.661 19.594 9.126
H 17.903 17.754 10.080
H 18.272 17.418 8.280
H 16.476 15.976 10.112
H 17.024 15.409 8.489
H 15.101 17.911 10.227
H 14.253 18.435 8.801
O 17.153 16.315 12.406
H 17.830 16.802 12.908
H 16.835 15.531 12.891
*
```